Record 1
The following is a DFT calculation (ωB97M-V/def2-TZVPD) of 14 unconnected molecules or ions with the total composition C26H80N10O14 at a distorted geometry.

Structure (XYZ):
```
130
Properties=species:S:1:pos:R:3:forces:R:3:mulliken_charge:R:1
C -2.9541 -2.3885 1.5686 1.436 0.574 0.679 -0.052
O -2.6841 -2.3175 2.9606 -0.058 -0.269 0.299 -0.666
H -2.0461 -2.7225 1.0376 -0.290 -0.230 -0.098 -0.041
H -3.1741 -1.3905 1.2526 -0.500 0.652 -0.713 -0.070
H -3.7791 -3.0365 1.3466 -0.396 -0.378 0.118 0.449
H -2.1821 -1.4935 3.1446 -0.248 -0.595 -0.331 0.010
C 3.0129 -1.0715 -2.0284 -0.182 -0.556 -2.836 -0.488
O 4.0569 -0.5145 -1.3114 -0.414 0.717 0.823 -0.425
H 3.1799 -0.8215 -3.1414 -0.616 -0.408 1.372 0.435
H 2.0679 -0.6425 -1.7024 0.158 0.096 -0.014 -0.297
H 2.9499 -2.1595 -1.9474 0.088 0.065 0.154 0.388
H 4.8939 -0.8945 -1.4894 1.182 -0.915 -0.379 0.123
C -2.9911 -2.0955 -2.2524 -0.704 -0.669 -0.206 0.114
O -3.5701 -0.8105 -2.1624 -0.251 1.510 -0.929 -0.620
H -2.2411 -2.1505 -3.0324 0.135 0.015 -0.220 -0.112
H -3.8321 -2.7775 -2.5024 0.843 -0.200 0.437 0.421
H -2.4901 -2.3175 -1.2974 -0.628 0.014 -0.337 -0.258
H -3.8641 -0.4845 -3.0484 0.431 -0.740 1.051 0.243
C 2.4479 3.2295 2.3506 -3.090 -2.739 7.216 0.461
O 1.8959 2.6165 3.5136 2.615 2.608 -6.461 -0.724
N 3.1379 4.3335 2.5286 -0.169 0.277 2.896 -0.422
N 2.3529 2.7685 1.1166 1.961 3.075 -0.968 -0.490
H 2.9489 4.7895 3.4296 0.542 -0.322 -0.759 0.348
H 3.3779 4.8495 1.7556 0.640 1.691 -1.753 0.163
H 1.6709 2.1115 1.0146 -2.632 -2.144 -0.813 0.432
H 2.9459 3.1975 0.3346 -1.481 -0.663 1.057 0.443
C 4.1689 -0.2555 1.9046 3.880 -4.152 1.287 0.227
O 4.9919 -1.2925 1.6286 -3.588 4.206 0.825 -0.830
N 3.7289 -0.0285 3.1376 0.335 -1.137 2.663 -0.131
N 3.8599 0.6655 1.0296 -0.217 1.292 -1.526 -0.159
H 4.1589 -0.5885 3.8856 -0.551 0.329 -0.840 0.299
H 3.0859 0.6915 3.4496 0.071 0.211 -0.523 0.123
H 4.2259 0.2855 0.1846 -0.426 0.455 -1.130 0.189
H 3.2669 1.5545 1.1366 1.334 -2.412 0.257 0.176
C 4.2229 3.0995 -1.9524 -0.980 5.935 -7.470 0.259
O 4.2689 4.2525 -2.6794 0.151 -5.221 3.580 -0.758
N 3.7499 1.9825 -2.4504 -0.331 -1.947 -2.537 -0.463
N 4.4119 3.0715 -0.6924 1.935 1.304 5.677 -0.340
H 3.4349 1.9515 -3.4494 0.399 0.272 0.488 0.417
H 3.7139 1.0855 -1.9634 0.660 0.520 0.075 0.267
H 4.9259 3.8765 -0.3304 -0.096 -0.512 -0.076 0.241
H 4.4509 2.2105 -0.1464 0.627 0.233 -0.438 0.227
C 1.0079 2.1385 -3.9114 5.548 0.678 -1.899 0.834
O 2.0849 1.9575 -4.7554 -5.237 0.213 3.493 -0.855
N 1.1389 2.3135 -2.6314 4.574 -0.713 3.578 0.597
N -0.2171 2.4265 -4.2204 -3.609 -0.284 -4.363 -0.284
H 2.1489 2.2945 -2.2794 -2.168 -0.017 -0.461 -0.590
H 0.4269 2.5195 -1.9734 -0.750 0.183 -0.217 -0.095
H -1.0351 2.5755 -3.5854 1.596 -0.304 -1.033 0.203
H -0.3031 2.3075 -5.2374 -1.070 0.314 0.690 0.288
C -5.4471 1.2745 0.5136 3.139 -5.185 3.167 0.589
O -5.1261 0.3505 1.4596 -1.987 3.971 -4.568 -0.664
N -6.2221 2.2795 0.7796 -2.257 2.971 1.134 -0.361
N -4.9701 1.2345 -0.7234 2.384 -2.090 -2.156 -0.208
H -6.6491 2.1195 1.6606 -0.478 0.598 0.818 0.280
H -6.4341 3.1615 0.2696 0.450 -1.667 0.369 0.191
H -4.3201 0.4285 -0.9984 -1.295 1.441 0.717 0.241
H -4.8591 2.0625 -1.2964 -0.444 -0.290 0.406 0.111
C 0.6119 -0.9265 0.7806 -1.255 0.361 0.858 0.140
C 0.2559 0.3485 0.0186 2.689 -7.040 -5.194 2.543
C -0.8311 0.0755 -1.0184 0.166 0.757 1.043 1.278
O 0.0309 1.3425 0.7356 -2.017 6.112 6.396 0.763
H 1.2399 -1.5185 0.2056 1.343 -1.013 -1.398 0.794
H -0.2711 -1.5785 0.8986 0.150 0.442 0.560 -0.267
H 1.1779 -0.8015 1.7116 -0.553 0.397 -0.110 -0.554
H 1.1519 0.6055 -0.5654 0.504 -0.492 -0.581 -2.050
H -0.4591 -0.8375 -1.4124 -0.599 -0.857 -1.127 -0.104
H -0.9071 0.8895 -1.7534 0.159 -0.406 -0.030 -0.553
H -1.8061 0.0105 -0.5254 0.109 -0.489 -0.073 -0.844
H -0.2741 1.9725 0.1106 -0.803 2.032 -0.175 -0.272
C 0.6959 -2.1925 6.1286 -1.730 0.105 0.162 -1.217
C 0.5589 -2.9795 4.8166 -3.205 11.034 -1.371 1.026
C 1.4529 -2.3555 3.7666 0.391 3.182 0.472 -0.135
O 0.9729 -4.1155 4.8786 3.301 -12.227 3.491 -0.564
H 1.6849 -1.8445 6.3166 1.017 0.124 -0.040 0.359
H 0.4029 -2.8105 6.9936 -0.088 0.190 -0.330 0.386
H 0.0359 -1.2895 6.0806 0.575 -0.932 0.124 -0.031
H -0.4961 -2.9415 4.4636 0.007 0.484 0.272 0.040
H 1.2939 -2.7715 2.8136 -0.892 -0.259 -1.600 -0.582
H 2.4699 -2.6675 3.9266 0.646 -0.004 0.765 0.677
H 1.4649 -1.2325 3.7566 -0.273 -1.056 -0.334 -0.180
H 1.0789 -4.4815 4.0296 0.275 -1.002 -1.346 0.389
C 2.1309 -5.0145 -0.8244 -0.278 -2.407 0.423 -1.624
C 0.8699 -4.4945 -0.1924 3.237 5.259 -4.134 1.227
C 0.1519 -3.6705 -1.2804 -1.735 0.256 0.569 0.051
O 0.0149 -5.2935 0.3176 -3.721 -4.859 2.716 -0.567
H 1.8049 -5.6585 -1.6714 0.765 0.495 0.192 0.363
H 2.6479 -5.6485 -0.0964 0.044 -0.233 -0.096 0.440
H 2.8449 -4.2465 -1.0424 0.091 0.536 -0.601 0.263
H 1.1869 -3.8075 0.5476 0.525 1.360 0.957 -0.441
H -0.7931 -3.3125 -0.8214 0.600 0.193 -0.053 -0.349
H -0.2581 -4.2405 -2.1274 0.702 -0.316 0.106 0.592
H 0.7009 -2.8105 -1.6524 0.228 -0.087 0.008 -0.459
H 0.3089 -5.5225 1.2056 -0.363 -0.387 -0.059 0.463
C -2.9621 3.5825 -1.8994 -1.330 0.906 1.017 -2.191
C -2.0051 3.8295 -0.7424 -9.955 0.902 2.296 0.533
C -2.4811 3.0655 0.5176 -1.217 2.960 -0.443 -0.847
O -0.8201 3.5475 -0.9454 9.934 -2.487 -2.392 -0.523
H -2.9051 2.5895 -2.2344 0.126 -1.508 -0.723 0.445
H -3.0151 4.2945 -2.7004 0.891 0.370 -0.641 0.367
H -3.9641 3.7285 -1.4754 0.064 -0.230 0.030 0.530
H -2.1201 4.8665 -0.5564 -0.292 1.371 0.632 0.615
H -3.4561 3.5155 0.7906 0.300 -0.821 0.153 0.651
H -1.8021 3.2635 1.3126 0.616 0.400 0.788 0.373
H -2.4891 2.0305 0.4266 -0.487 -1.811 -0.538 -0.498
H -0.3041 4.3325 -0.8674 1.217 0.509 -0.158 0.236
C 0.0489 -1.2205 -4.2264 2.475 0.816 0.017 0.126
C -0.4311 -1.3715 -5.6494 14.386 6.747 1.561 0.320
C 0.5189 -2.1925 -6.4744 2.223 1.370 -1.960 -1.619
O -1.5191 -1.7975 -5.7564 -15.915 -6.113 -0.386 -0.381
H -0.4871 -0.4195 -3.7164 -0.032 -0.222 0.126 -0.665
H 1.1729 -0.9575 -4.2524 -1.775 -0.055 0.088 -0.093
H 0.0149 -2.1485 -3.6894 -0.385 -0.589 0.395 0.428
H -0.5001 -0.3035 -6.0424 1.537 -0.247 0.212 0.291
H 0.3909 -1.8915 -7.5664 0.175 -0.667 1.168 0.344
H 0.3929 -3.2475 -6.3704 -0.558 -0.733 0.181 0.337
H 1.5689 -1.9965 -6.2154 -0.154 0.108 -0.264 0.353
H -1.8241 -1.3595 -6.5224 -1.962 -0.354 -1.290 0.507
C -3.0391 1.3315 3.2956 -1.969 -1.483 -0.274 -0.967
C -1.7031 0.9135 3.8196 -2.932 7.848 5.807 1.072
C -1.7251 0.5035 5.2936 -1.258 1.062 0.652 -1.649
O -1.1541 -0.0015 3.2116 3.550 -9.414 -2.811 0.941
H -3.9011 0.7225 3.6616 0.623 0.346 0.152 0.420
H -3.1021 1.0675 2.2276 0.164 0.691 0.253 -0.537
H -3.2421 2.3675 3.5176 -0.151 0.388 -0.204 0.567
H -1.1171 1.8335 3.6836 0.433 0.376 0.605 0.244
H -2.2651 -0.4555 5.3646 0.367 0.172 0.091 0.359
H -2.3271 1.2445 5.8426 0.003 -0.238 -0.030 0.488
H -0.7691 0.4875 5.8236 0.029 -0.183 -0.568 0.225
H -0.8431 0.2475 2.3986 1.279 0.902 -3.273 -1.191
```
Positions in Å, forces in eV/Å.

The LUMO energy is -0.408 eV. The value obtained for the HOMO energy is -8.90 eV. The calculation puts the gap between HOMO and LUMO at 0.3122 Ha.

=====

Record 2
The following is a DFT calculation (ωB97M-V/def2-TZVPD) of a molecular structure, C44H43BFIrN10O5P.

Structure (XYZ):
```
106
Properties=species:S:1:pos:R:3:forces:R:3:mulliken_spin:R:1
Ir 0.2170 1.1584 1.9781 -0.125 0.208 -0.172 0.034
N -1.7934 0.3259 4.5103 0.086 -0.167 0.046 0.004
C -0.6583 0.8640 4.9357 -0.025 -0.011 -0.010 -0.003
N -0.4541 0.9742 6.2445 -0.018 0.016 -0.007 0.000
C 0.6579 1.5946 6.6218 0.040 0.012 -0.016 0.000
N 0.9134 1.7006 7.9240 0.006 -0.013 0.019 0.000
N 1.5681 2.1504 5.7777 -0.042 0.001 0.047 0.000
C 1.3041 1.9781 4.5166 0.024 0.027 -0.034 0.002
N 0.2502 1.2997 4.0139 -0.016 -0.014 0.068 -0.004
C 2.1678 2.6172 3.5018 -0.038 -0.001 -0.018 0.001
C 3.2199 3.4471 3.8208 -0.013 -0.014 0.029 -0.002
C 3.8997 4.0743 2.7886 0.018 0.018 -0.009 0.000
C 3.4962 3.8543 1.4834 -0.008 -0.012 -0.003 -0.001
C 2.4369 2.9984 1.2385 0.058 0.009 0.029 -0.001
N 1.8001 2.3869 2.2323 0.079 0.012 0.068 0.003
H -2.4148 -0.0425 5.2112 -0.010 0.024 -0.021 0.001
H -1.9410 0.1158 3.5270 -0.029 0.038 -0.006 -0.002
H 0.2467 1.3536 8.5907 -0.001 0.002 0.000 0.000
H 1.7251 2.2065 8.2306 -0.003 0.003 -0.002 0.000
H 3.4707 3.5983 4.8602 -0.002 0.002 -0.006 0.000
H 4.7232 4.7411 3.0037 0.004 -0.004 -0.001 0.000
H 3.9852 4.3449 0.6547 0.004 -0.002 0.000 0.000
H 2.0748 2.7891 0.2429 -0.001 0.021 0.006 0.000
C -3.9234 -0.8091 -4.3232 0.012 -0.010 -0.023 0.000
C -3.6940 0.5749 -3.7418 0.036 -0.048 -0.021 0.000
N -2.5433 0.6060 -2.8211 -0.049 0.045 0.047 0.000
C -2.7577 0.3206 -1.5324 -0.044 0.042 -0.042 -0.001
C -1.8172 0.3876 -0.5388 0.035 -0.098 0.004 0.008
C -2.2656 -0.1167 0.8035 0.114 0.100 0.059 0.000
O -3.3690 -0.6124 0.9165 -0.003 -0.065 -0.035 0.006
O -1.4100 -0.0710 1.7825 -0.183 -0.043 0.173 0.005
C -0.5212 0.8489 -0.8703 -0.071 0.231 -0.058 0.004
O 0.3986 1.1637 -0.0646 0.130 -0.402 -0.092 0.009
C -0.2387 0.9958 -2.2926 -0.008 -0.013 -0.023 0.001
C 1.0652 1.2671 -2.7187 -0.023 0.047 -0.015 0.000
C 1.3358 1.4319 -4.0442 -0.009 0.028 -0.007 0.000
F 2.5947 1.7403 -4.4086 0.007 -0.004 0.001 0.000
C 0.3392 1.3216 -5.0315 0.035 0.006 0.031 0.000
C -0.9460 1.0300 -4.6093 -0.011 0.027 0.031 0.000
C -1.2553 0.8856 -3.2495 0.040 -0.048 -0.010 0.001
N 0.5917 1.4862 -6.4119 -0.070 -0.043 -0.048 0.000
C 1.9442 1.3829 -6.9542 0.008 0.005 0.006 0.000
C 1.8449 1.3302 -8.4871 -0.017 -0.004 -0.012 0.000
N 0.4847 0.8127 -8.8542 -0.004 0.004 0.028 0.000
C -0.5761 1.8296 -8.5125 0.017 -0.012 -0.019 0.000
C -0.2071 2.4498 -7.1584 0.030 0.050 0.007 0.000
H -4.7628 -0.7889 -5.0174 -0.001 0.000 0.003 0.000
H -4.1556 -1.5250 -3.5347 0.007 0.005 0.001 0.000
H -3.0410 -1.1691 -4.8550 -0.006 0.004 -0.006 0.000
H -4.5582 0.9136 -3.1741 -0.009 -0.036 0.005 0.000
H -3.5273 1.3213 -4.5154 -0.012 0.024 0.015 0.000
H -3.7635 0.0242 -1.2596 0.005 0.009 0.012 0.000
H 1.8572 1.3778 -1.9913 0.007 -0.018 -0.004 0.000
H -1.7141 0.8905 -5.3561 0.007 -0.009 -0.005 0.000
H 2.4096 0.4748 -6.5746 0.003 0.001 0.004 0.000
H 2.5868 2.2259 -6.6902 -0.004 0.002 0.003 0.000
H 2.5988 0.6792 -8.9223 0.000 -0.006 0.008 0.000
H 1.9282 2.3140 -8.9448 0.014 -0.002 0.000 0.000
H 0.3059 -0.0290 -8.3035 -0.002 -0.008 -0.016 0.000
H 0.4361 0.5576 -9.8406 0.006 0.020 -0.005 0.000
H -1.5272 1.3014 -8.4917 0.000 0.001 0.016 0.000
H -0.5931 2.5658 -9.3136 -0.012 -0.002 -0.001 0.000
H -1.1117 2.7041 -6.6143 -0.004 -0.008 0.000 0.000
H 0.3486 3.3832 -7.3055 -0.001 0.002 0.004 0.000
O 3.3050 0.0479 2.5403 0.097 -0.078 -0.015 0.017
C 2.4764 -0.8270 2.5155 -0.153 -0.006 0.167 0.087
O 1.2187 -0.6518 2.1092 0.194 0.054 -0.055 0.087
C 2.7095 -2.2328 2.9599 0.041 -0.007 -0.026 -0.015
C 3.9894 -2.6717 3.2648 -0.017 -0.019 0.014 -0.006
C 4.1774 -3.9835 3.6699 0.005 -0.002 0.004 0.010
C 3.0939 -4.8492 3.7688 0.005 -0.006 0.005 -0.006
C 1.8122 -4.4120 3.4697 0.000 0.001 0.004 0.008
C 1.6172 -3.0939 3.0697 0.058 0.106 -0.063 0.047
P 0.0203 -2.4223 2.5831 -0.054 -0.385 -0.068 0.308
C -1.2518 -3.0633 3.6634 -0.009 0.141 0.008 0.077
C -0.9298 -3.4377 4.9736 -0.001 -0.038 0.021 0.081
C -1.9370 -3.7435 5.8734 0.003 -0.005 0.001 -0.038
C -3.2686 -3.6515 5.4892 -0.002 0.005 -0.026 0.082
C -3.5960 -3.2344 4.2032 0.013 -0.008 0.016 -0.039
C -2.5986 -2.9240 3.2956 0.005 0.047 0.001 0.078
C -0.2718 -2.9584 0.8792 0.009 0.103 0.005 0.068
C -1.2000 -3.9589 0.5929 -0.038 -0.023 0.014 0.012
C -1.3944 -4.3809 -0.7144 -0.003 -0.009 0.010 -0.014
C -0.6561 -3.8226 -1.7458 0.004 -0.007 0.000 0.025
C 0.2869 -2.8430 -1.4648 -0.002 0.033 -0.015 -0.015
C 0.4791 -2.4086 -0.1637 -0.035 0.041 0.011 0.027
H 4.8169 -1.9803 3.1805 -0.002 0.004 -0.003 0.001
H 5.1709 -4.3379 3.9093 0.001 0.003 -0.002 0.000
H 3.2498 -5.8733 4.0806 -0.003 -0.002 -0.002 -0.001
H 0.9740 -5.0931 3.5464 0.004 -0.001 -0.005 0.003
H 0.1037 -3.4941 5.2902 -0.015 0.007 0.001 0.009
H -1.6817 -4.0508 6.8786 0.000 -0.001 0.000 -0.001
H -4.0521 -3.8920 6.1953 0.000 0.003 0.000 0.004
H -4.6329 -3.1386 3.9099 0.003 0.003 -0.001 0.000
H -2.8672 -2.5441 2.3169 -0.004 0.000 0.018 0.014
H -1.7669 -4.4262 1.3851 -0.009 0.009 0.016 0.005
H -2.1175 -5.1588 -0.9196 0.003 -0.004 0.002 0.000
H -0.8020 -4.1657 -2.7622 0.003 0.006 0.005 0.001
H 0.8853 -2.4167 -2.2612 -0.003 -0.007 0.008 0.000
H 1.2132 -1.6427 0.0398 0.003 0.018 0.007 0.010
B -1.1054 5.4878 1.2776 0.045 0.005 0.062 0.000
C -0.9521 3.9669 1.6157 -0.281 -0.084 -0.127 0.001
N -0.8260 2.8315 1.8043 0.184 0.159 0.029 0.000
H -0.4665 6.0808 2.1176 -0.002 0.016 -0.023 0.000
H -0.6319 5.6076 0.1657 0.003 0.000 -0.011 0.000
H -2.2808 5.7549 1.3149 -0.007 0.002 -0.011 0.000
```
Positions in Å, forces in eV/Å.

The LUMO energy (spin up / spin down) is -4.898 / -5.285 eV. The value obtained for the HOMO energy (spin up / spin down) is -11.40 / -12.35 eV. Its spin multiplicity is 2. The net charge is +2. The calculation puts the gap between HOMO and LUMO (spin up / spin down) at 0.2390 / 0.2595 Ha.

=====

Record 3
The following is a DFT calculation (ωB97M-V/def2-TZVPD) of a single C6H16N2 molecule at a distorted geometry.

Structure (XYZ):
```
24
Properties=species:S:1:pos:R:3:forces:R:3:mulliken_charge:R:1
C -0.9351 0.3230 -2.0343 -0.159 0.180 0.156 -1.547
C -0.9459 0.5457 -0.5395 -4.843 -1.917 1.357 0.140
N -2.4955 -0.0709 -0.0219 1.694 1.316 -1.466 -0.830
C 0.0261 -0.1360 0.3216 3.779 2.224 -1.085 1.612
C 0.3240 -1.5947 0.0384 0.007 0.286 0.041 -1.756
C -0.1334 0.1326 1.8054 0.161 -0.033 -0.298 -2.089
C 1.4868 0.8549 -0.2749 -1.461 -2.099 1.266 -0.970
N 2.6603 0.6699 0.5114 0.479 0.125 0.178 -0.558
H -0.1588 0.9117 -2.5206 0.090 -0.054 -0.027 0.351
H -1.8972 0.6460 -2.4267 -0.001 0.043 -0.032 0.459
H -0.8109 -0.7253 -2.2949 0.067 -0.051 -0.009 0.269
H -1.0534 1.6007 -0.2862 0.063 -0.082 -0.016 0.564
H -2.5501 -1.0730 -0.1928 0.293 0.183 0.007 0.235
H -2.6676 0.0793 0.9684 0.406 0.045 -0.146 0.271
H -0.5138 -2.2220 0.3423 -0.065 -0.096 0.033 0.395
H 0.5298 -1.7835 -1.0122 0.031 -0.018 -0.069 0.356
H 1.1945 -1.9154 0.6153 -0.001 -0.014 0.023 0.442
H -0.4757 1.1492 1.9934 -0.040 0.094 0.030 0.344
H -0.8433 -0.5624 2.2527 -0.068 -0.019 0.041 0.445
H 0.8218 -0.0082 2.3162 0.004 -0.024 0.028 0.514
H 1.6785 0.4873 -1.2815 -0.130 0.035 -0.031 0.434
H 1.2370 1.9150 -0.3045 -0.295 -0.096 0.046 0.382
H 2.9321 -0.3019 0.5904 -0.006 0.078 0.033 0.263
H 2.5896 1.0781 1.4346 -0.006 -0.108 -0.062 0.276
```
Positions in Å, forces in eV/Å.

The LUMO energy is 0.821 eV. The value obtained for the HOMO energy is -7.99 eV. As for the SMILES: C[C@@H](N)C(C)(C)CN. The calculation puts the gap between HOMO and LUMO at 0.3238 Ha.

=====

no.,electronic energy (hartree)
1,-2639.15646
2,-3196.36496
3,-347.66154